# 1
The following is a quantum chemistry calculation of the molecule C4H5OP in a non-equilibrium geometry, from OMol25.

Atoms and positions in Å:
H  -3.142  -0.015  -0.239
O  4.034  0.088  -0.127
C  0.098  0.655  0.021
H  1.860  1.916  0.050
H  -0.454  1.595  -0.020
H  -2.742  -1.816  0.024
C  1.540  0.888  0.072
C  -1.019  -0.545  0.032
P  2.710  -0.507  0.056
C  -2.425  -0.796  -0.062
H  -0.460  -1.463  0.193

Results
relative energy (zero: lowest compared OMol25 entry of this formula, charge and spin)	45.4	kcal per mole
2S+1	1
highest occupied orbital energy	-9.40	eV
E_tot	-15562.04691	eV
HOMO-LUMO gap	8.221	eV
charge	0
SMILES	C=C/C=C\P=O

Okay, here come the Löwdin numbers, in e, for every atom: 0.037, -0.510, -0.099, 0.043, 0.061, 0.039, -0.319, -0.117, 0.788, 0.030, 0.046


# 2
The following is a quantum chemistry calculation of the molecule C4H5OPS in a non-equilibrium geometry, from OMol25.

Atoms and positions in Å:
H  1.656  1.302  0.583
C  1.088  0.258  0.455
H  -0.161  0.435  2.321
H  1.648  -0.219  -1.681
O  -1.292  0.457  -1.923
H  -2.305  -0.594  0.977
C  0.992  -0.537  -0.737
C  -0.136  0.094  1.277
H  -1.608  1.121  -1.385
P  -0.948  -0.935  -1.077
S  2.311  -1.068  0.541
C  -1.244  -0.315  0.651

Results
relative energy (zero: lowest compared OMol25 entry of this formula, charge and spin)	43.4	kcal per mole
2S+1	1
highest occupied orbital energy	-8.69	eV
E_tot	-26398.48480	eV
HOMO-LUMO gap	8.972	eV
charge	0
SMILES	OP1C=C[C@H]2S[C@H]21

Okay, here come the Löwdin numbers, in e, for every atom: 0.152, -0.742, 0.110, 0.105, -0.321, 0.085, -0.599, -0.206, -0.007, 0.924, 0.771, -0.271